1.
91
Properties=species:S:1:pos:R:3:forces:R:3 method="wB97M-V/def2-TZVPD" total_charge=+3 energy_ha=-5050.24527 de_lowest_kj_mol=0.0 homo_ev="-15.90 / -16.17" homo_lumo_gap_ev="6.51 / 5.78" multiplicity=2
Ir 0.990423 -0.809504 -0.358038 0.0 0.1 0.1
O 3.057155 -3.876133 2.502848 -0.1 0.0 0.0
C 2.746348 -3.309044 1.343998 0.2 0.0 0.0
O 2.062023 -3.782293 0.482445 0.0 0.0 0.0
C 3.500745 -2.021296 1.148701 0.0 0.0 0.1
C 4.821248 -1.983470 1.592998 0.0 0.0 0.0
C 5.635123 -0.926078 1.246102 0.0 0.0 0.0
C 5.101236 0.050434 0.417979 0.0 0.0 0.0
C 3.781026 -0.042520 0.030211 0.0 0.0 0.0
N 2.946353 -1.041454 0.423772 0.1 0.0 0.0
C 3.169704 0.883903 -0.953363 0.0 0.0 0.0
O 3.807682 1.860769 -1.521168 0.0 0.0 0.0
O 1.998264 0.697443 -1.292448 0.0 0.0 0.0
H 2.702228 -4.780282 2.542080 0.0 0.0 0.0
H 5.191371 -2.802251 2.193585 0.0 0.0 0.0
H 6.663964 -0.877712 1.576054 0.0 0.0 0.0
H 5.731133 0.864453 0.082973 0.0 0.0 0.0
H 4.735820 1.957570 -1.262698 0.0 0.0 0.0
C -0.348986 0.654807 5.019672 0.0 0.0 0.0
Si 0.710692 -0.254292 3.807802 -0.1 0.0 -0.1
C 2.499109 0.253357 3.910277 0.0 0.0 0.0
C 0.460952 -2.091077 3.754084 0.0 0.0 0.0
Ge 0.202053 0.698692 1.397267 0.2 -0.1 0.0
Si -2.275809 0.464746 1.799179 -0.1 0.0 0.0
C -2.760473 1.988485 2.746343 0.0 0.0 0.0
C -2.723907 -1.122509 2.656932 0.0 0.0 0.0
C -3.004855 0.561971 0.085292 0.0 0.0 0.0
Si 1.027337 3.009456 1.226010 0.0 0.0 0.0
C 2.872451 3.138624 1.546886 0.0 0.0 0.0
C 0.559823 3.612358 -0.477726 0.0 0.0 0.0
C 0.155146 4.003529 2.537823 0.0 0.0 0.0
H -0.004924 0.346857 6.014398 0.0 0.0 0.0
H -1.406490 0.405251 4.954910 0.0 0.0 0.0
H -0.231324 1.736359 4.959470 0.0 0.0 0.0
H 2.797917 0.142009 4.959215 0.0 0.0 0.0
H 2.677445 1.290792 3.631671 0.0 0.0 0.0
H 3.142026 -0.394029 3.315588 0.0 0.0 0.0
H 1.235580 -2.554201 4.372443 0.0 0.0 0.0
H 0.536725 -2.483843 2.739918 0.0 0.0 0.0
H -0.510006 -2.375877 4.157532 0.0 0.0 0.0
H -2.164494 2.205173 3.629814 0.0 0.0 0.0
H -3.793141 1.830732 3.077147 0.0 0.0 0.0
H -2.762260 2.867157 2.101046 0.0 0.0 0.0
H -2.549505 -1.086000 3.731964 0.0 0.0 0.0
H -2.186632 -1.976232 2.245302 0.0 0.0 0.0
H -3.797134 -1.282784 2.513898 0.0 0.0 0.0
H -2.711648 1.483278 -0.421995 0.0 0.0 0.0
H -4.093235 0.592095 0.204750 0.0 0.0 0.0
H -2.756901 -0.286504 -0.546474 0.0 0.0 0.0
H 3.481429 2.297479 1.221634 0.0 0.0 0.0
H 3.059378 3.280048 2.612757 0.0 0.0 0.0
H 3.239344 4.036218 1.040870 0.0 0.0 0.0
H 1.072316 3.083692 -1.282635 0.0 0.0 0.0
H 0.815132 4.672396 -0.561239 0.0 0.0 0.0
H -0.518703 3.530592 -0.633536 0.0 0.0 0.0
H 0.252557 3.583598 3.539210 0.0 0.0 0.0
H -0.901779 4.153759 2.325636 0.0 0.0 0.0
H 0.625245 4.991643 2.560698 0.0 0.0 0.0
C -3.331519 0.519957 -7.489677 0.0 0.0 0.0
C -2.650559 0.465069 -6.163868 0.0 0.0 0.0
C -2.541312 1.610474 -5.370745 0.0 0.0 0.0
C -1.933911 1.580365 -4.137911 0.0 0.0 0.0
C -1.840842 2.860734 -3.351575 0.0 0.0 0.0
C -1.427867 0.333114 -3.646704 0.0 0.0 0.0
C -0.822838 0.348596 -2.380058 0.0 0.0 0.0
O -0.506348 -0.683255 -1.700419 -0.1 0.0 -0.1
C -1.511750 -0.842741 -4.463689 0.0 0.0 0.0
C -0.912249 -2.163661 -4.075849 0.0 0.0 0.0
C -2.115481 -0.740388 -5.693805 0.0 0.0 0.0
H -3.336023 1.527251 -7.900153 0.0 0.0 0.0
H -4.372489 0.205279 -7.371077 0.0 0.0 0.0
H -2.868527 -0.160350 -8.202680 0.0 0.0 0.0
H -2.937870 2.545794 -5.744868 0.0 0.0 0.0
H -2.292931 3.674141 -3.913216 0.0 0.0 0.0
H -0.804269 3.139520 -3.153469 0.0 0.0 0.0
H -2.368367 2.792828 -2.398154 0.0 0.0 0.0
H -0.611075 1.318628 -1.926760 0.0 0.0 0.0
H -1.463357 -2.628081 -3.259301 0.0 0.0 0.0
H 0.122801 -2.056727 -3.750360 0.0 0.0 0.0
H -0.936804 -2.843582 -4.924165 0.0 0.0 0.0
H -2.166238 -1.614873 -6.330707 0.0 0.0 0.0
C -2.421466 -3.168289 -0.677158 0.0 0.0 0.0
S -0.676994 -3.441215 -0.417669 0.0 0.0 0.0
C -0.815383 -4.803604 0.721745 0.0 0.0 0.0
O -0.217691 -2.257872 0.495712 0.0 0.0 0.0
H -2.918630 -3.013103 0.278969 0.0 0.0 0.0
H -2.817372 -4.055217 -1.173914 0.0 0.0 0.0
H -2.534870 -2.305847 -1.327049 0.0 0.0 0.0
H -1.343468 -5.604789 0.204115 0.0 0.0 0.0
H -1.373963 -4.480082 1.599345 0.0 0.0 0.0
H 0.187365 -5.128416 0.975251 0.0 0.0 0.0

---

2.
104
Properties=species:S:1:pos:R:3:forces:R:3 method="wB97M-V/def2-TZVPD" total_charge=-1 energy_ha=-4892.64666 homo_ev=-5.23 homo_lumo_gap_ev=6.99 multiplicity=1
N 4.137119 -4.023216 -0.249455 0.9 0.9 1.0
C 4.490016 -2.963013 -1.270942 0.0 0.9 0.2
C 3.151236 -2.178376 -1.894373 0.8 -0.6 -0.9
C 1.910699 -3.227046 -2.145387 0.8 0.6 -0.1
C 0.831951 -3.328135 -0.915260 0.5 1.9 -0.2
P -0.060615 -5.020817 -1.043194 -3.0 -1.5 -0.6
O 0.202814 -5.956263 0.404485 0.5 2.3 -0.3
O 0.353357 -5.888566 -2.494993 2.6 0.2 3.0
O 1.325419 -2.959676 0.453293 1.0 2.6 0.4
C 1.092117 -1.526031 0.830075 1.4 1.2 -0.1
O 1.879781 -0.696303 1.531702 -5.9 -6.1 -4.7
O -0.220640 -1.268382 0.162500 3.7 -0.5 0.0
C -0.472787 -2.282540 -0.909668 -0.7 -0.7 -0.2
N -1.648925 -3.177613 -0.468373 -2.3 3.5 8.2
C -2.057902 -2.802535 0.815996 4.1 -1.3 2.7
O -2.021582 -2.699133 2.174000 -1.1 -1.1 -10.3
C -1.014634 -1.701006 -2.343824 -2.6 3.1 -6.5
O -2.264318 -2.051976 -2.733660 6.5 1.3 2.8
O -0.235134 -0.813734 -3.251826 -2.8 -4.6 5.5
H 3.910580 -3.491316 0.640330 0.1 -1.0 -1.4
H 4.997059 -4.586952 0.004157 -1.2 1.0 -0.8
H 5.103069 -2.131948 -0.696752 -0.7 -1.5 -1.7
H 5.108647 -3.481868 -2.139025 -1.3 1.3 1.9
H 2.868644 -1.212117 -1.297737 0.4 -2.0 -1.0
H 3.501628 -1.803526 -2.971882 -0.9 -0.7 2.3
H 2.413305 -4.301901 -2.271651 -1.2 2.4 0.2
H 1.382640 -2.886523 -3.150813 0.7 -0.8 2.3
H -0.046069 -5.312172 1.158017 0.6 -1.3 -1.6
H 1.276015 -6.278984 -2.438686 -1.1 0.5 -0.4
C -1.284916 -0.333866 3.873636 -0.1 0.0 -0.1
C -1.349911 1.154662 4.212253 -0.1 0.1 -0.2
C -0.926933 1.311870 5.671857 -0.3 0.6 0.0
S 0.175285 -0.049784 6.022104 0.2 -0.1 -0.5
O -0.453919 -0.911795 7.000457 0.3 0.1 0.2
O 1.522577 0.457845 6.188148 -0.2 -0.2 0.5
C 0.046944 -0.823840 4.422111 0.0 -0.2 -0.4
H -1.365117 -0.509301 2.796874 0.0 0.1 0.4
H -2.110768 -0.861359 4.365732 0.1 0.0 -0.2
H -0.656600 1.706346 3.565801 -0.1 -0.1 0.1
H -2.350917 1.564412 4.044954 0.5 -0.1 0.1
H -0.402464 2.256029 5.839234 0.0 -0.2 0.2
H -1.783677 1.236721 6.347144 0.2 -0.1 0.0
H 0.095302 -1.909036 4.526971 0.1 0.1 0.1
H 0.880349 -0.466683 3.809802 -0.1 0.0 0.1
C -6.660310 2.553893 2.104655 -0.2 0.2 0.0
C -6.354617 2.033078 0.701122 -0.3 -0.1 -0.2
C -4.835026 1.975350 0.554229 -0.1 0.1 -0.7
S -4.183109 1.727220 2.198946 0.7 -0.5 0.5
O -3.426537 2.902398 2.576688 0.1 -8.4 3.7
O -3.637315 0.388330 2.298611 -0.2 0.2 -0.2
C -5.752599 1.771211 3.041787 -0.6 0.1 0.3
H -7.714777 2.424196 2.365242 0.1 0.1 0.0
H -6.425982 3.623628 2.161210 0.0 -0.1 0.1
H -6.774853 1.026549 0.586068 0.1 0.1 0.0
H -6.802222 2.665768 -0.071698 0.1 -0.1 0.1
H -4.524153 1.147753 -0.088392 0.2 0.2 0.2
H -4.434089 2.916998 0.169237 0.0 -0.2 0.2
H -5.638259 2.240446 4.020423 0.2 -0.1 -0.1
H -6.099911 0.740045 3.156315 0.1 0.1 0.0
C -1.947262 2.082145 -7.376356 0.2 0.0 -0.2
C -1.497475 1.039350 -6.354167 -0.1 -0.3 -0.1
C -1.123278 1.783929 -5.073681 0.3 -0.4 0.2
S -2.107731 3.274641 -5.056656 0.0 -0.6 0.3
O -1.221523 4.413272 -5.176194 -0.3 0.1 0.2
O -3.105764 3.175108 -4.010484 0.3 0.6 -0.2
C -2.898265 3.006785 -6.631116 -0.3 0.1 -0.6
H -2.431544 1.620170 -8.241617 0.0 0.1 0.1
H -1.078462 2.646808 -7.735218 -0.1 0.0 0.0
H -2.324168 0.347905 -6.150649 0.2 0.1 0.0
H -0.656647 0.445147 -6.725420 -0.2 0.1 0.2
H -1.346988 1.190720 -4.183413 0.2 0.1 0.0
H -0.068987 2.074000 -5.072931 -0.2 0.1 0.1
H -3.055118 3.960623 -7.137647 0.0 0.0 0.2
H -3.858446 2.516669 -6.444342 0.1 0.1 0.1
C 9.326310 -5.854919 1.297895 0.0 -0.2 0.2
C 10.328513 -5.921571 0.146484 0.3 -0.1 0.1
C 9.565716 -5.623852 -1.143312 0.5 -0.4 -0.3
S 8.190423 -4.581419 -0.681186 -0.1 0.7 -0.1
O 6.961195 -5.308823 -0.917860 0.3 0.3 -0.1
O 8.411667 -3.244460 -1.195038 -0.4 -0.6 0.0
C 8.520216 -4.584861 1.070054 0.0 0.0 0.6
H 9.825834 -5.844723 2.271034 -0.1 0.0 -0.1
H 8.666196 -6.729893 1.264569 0.1 0.1 0.0
H 11.107953 -5.164795 0.297153 -0.1 -0.1 0.0
H 10.823223 -6.896589 0.096503 -0.1 0.2 0.0
H 10.191912 -5.098550 -1.868884 -0.3 0.0 0.0
H 9.163519 -6.537135 -1.590328 -0.1 0.2 0.0
H 7.581961 -4.565782 1.627097 0.0 0.1 -0.2
H 9.113707 -3.695087 1.300521 -0.1 -0.1 -0.1
C -2.923304 7.283754 0.253687 0.1 -0.1 -0.3
C -4.388962 7.664588 0.457183 -0.1 0.3 -0.2
C -5.051160 6.535314 1.244777 -0.7 0.4 -0.2
S -3.759255 5.784975 2.224385 0.4 0.2 -0.4
O -3.554692 4.430092 1.756859 -0.7 8.4 -3.4
O -3.977900 6.098296 3.622410 0.0 -0.5 -0.2
C -2.430510 6.800963 1.609716 0.4 0.4 0.0
H -2.331320 8.127912 -0.111799 -0.1 -0.1 0.0
H -2.850428 6.474316 -0.482478 0.1 0.1 0.1
H -4.447077 8.597692 1.030660 0.0 -0.1 -0.1
H -4.899419 7.833131 -0.496192 0.1 0.0 0.2
H -5.835770 6.912170 1.905750 0.1 -0.2 0.0
H -5.460109 5.769781 0.579652 0.1 0.0 0.2
H -1.510574 6.216946 1.549497 -0.2 -0.1 0.1
H -2.301176 7.637838 2.302507 0.0 -0.1 0.0

---

3.
82
Properties=species:S:1:pos:R:3:forces:R:3 method="wB97M-V/def2-TZVPD" total_charge=+2 energy_ha=-2158.72806 de_lowest_kj_mol=0.0 homo_ev="-12.78 / -13.40" homo_lumo_gap_ev="5.80 / 5.50" multiplicity=5
Os 0.564046 1.042297 -0.046295 -4.6 -5.0 -4.0
C 0.051439 -1.017831 3.069931 -0.1 0.3 -0.7
C -0.394078 0.341252 3.070928 -0.5 -0.6 0.6
C -1.887117 -0.891116 1.811277 0.3 -0.6 -0.1
C -0.789385 -1.739439 2.188415 -0.4 -0.1 0.0
C -1.674756 0.362743 2.439439 0.1 -0.2 0.2
C 1.200542 -1.597404 3.808457 0.3 0.0 0.3
H 1.715776 -0.809902 4.364676 0.0 -0.3 0.1
H 1.932683 -2.064478 3.137223 -0.3 0.0 0.2
H 0.900693 -2.397327 4.493567 -0.2 0.2 0.0
C -0.612815 -3.156900 1.821753 0.4 -0.3 0.3
H 0.325509 -3.535059 2.257685 -0.4 -0.1 -0.2
H -0.567809 -3.260861 0.731013 -0.1 -0.1 0.4
H -1.453269 -3.746602 2.209840 0.1 0.0 -0.1
C -3.076054 -1.299403 1.036826 -0.9 0.4 0.1
H -3.496978 -2.230443 1.444745 0.1 0.2 -0.1
H -2.823412 -1.482687 -0.016845 0.0 0.0 0.5
H -3.866522 -0.521184 1.068265 0.4 -0.5 0.1
C -2.751902 1.333923 2.707222 0.3 0.8 0.1
H -3.357565 0.979684 3.547337 0.1 0.0 0.1
H -3.418671 1.433345 1.853345 0.0 0.0 0.3
H -2.336586 2.324104 2.980749 -0.4 -0.5 -0.1
C 0.101640 1.410599 3.964567 0.3 0.4 0.0
H -0.333385 1.207359 4.958281 0.3 0.3 -0.1
H -0.226795 2.414562 3.639540 0.1 -0.5 0.2
H 1.202573 1.414652 4.052041 -0.5 0.0 0.1
C 2.884513 1.570107 -1.929429 1.6 0.6 -1.7
C 3.481216 1.325730 -0.647840 1.9 -1.4 1.1
C 3.650567 2.517008 0.344148 0.4 -0.7 -0.1
C 2.470116 3.439936 0.533905 -0.1 1.7 -0.1
C 1.125323 2.783845 0.254569 2.1 4.4 2.4
C 0.412625 3.192445 -1.024481 -0.8 1.2 0.1
C 1.261211 3.575921 -2.235661 -0.2 -0.4 -0.7
C 2.652274 2.923098 -2.463362 0.1 0.6 -1.3
H 4.494974 3.118106 -0.046519 -0.3 -0.5 0.2
H 2.630851 4.368776 -0.055212 -0.4 -0.6 0.0
H 3.947555 2.164090 1.343594 0.3 0.0 -0.6
H 3.480029 3.605342 -2.181145 -0.5 -0.2 0.2
H 3.112086 0.836099 -2.703732 -0.3 -0.2 0.2
H 4.504642 0.877196 -0.622275 -0.1 0.4 -0.8
H 2.757883 2.850106 -3.570393 -0.1 0.1 0.7
H 0.618158 3.351882 -3.094886 0.2 0.0 -0.1
H -0.349102 4.010845 -0.940043 0.8 -0.5 0.7
H 1.422723 4.661173 -2.339900 -0.4 -0.2 0.6
H 2.507679 3.849974 1.560728 -0.3 -0.4 -0.3
H 0.486068 2.873136 1.185022 0.0 0.3 -0.1
P 2.515760 -0.218421 -0.182366 -1.8 4.2 1.3
C 2.551117 -1.680337 -1.142363 0.7 -0.8 -0.1
C 2.842182 -0.166629 1.547733 0.9 -1.9 0.6
P -1.297740 1.927685 -1.057390 1.0 -0.4 1.7
C 0.192904 0.717268 -1.953194 2.6 -0.1 -2.0
C -2.201902 2.962365 0.183317 -0.7 0.8 -0.2
C -2.453555 0.974843 -2.000416 -1.2 0.5 -0.8
H 1.505353 -1.929818 -1.351674 0.2 -0.1 0.2
H 3.017355 -2.443950 -0.498754 0.0 -0.1 -0.7
H 3.058697 -1.528891 -2.100444 0.3 -0.2 0.3
H 2.873983 0.850724 1.938698 0.4 -0.3 -0.4
H 3.770694 -0.745671 1.620234 0.1 0.2 1.3
H 1.977178 -0.596006 2.021538 0.5 -0.5 0.1
H -2.317071 1.276251 -3.036311 -0.3 -0.1 -0.2
H -3.489518 1.123674 -1.693581 0.0 0.2 -0.1
H -2.210677 -0.078608 -1.925300 0.4 -0.2 0.2
H 0.045595 -0.299046 -2.331597 -0.4 0.8 -0.1
H 0.895616 1.301506 -2.593882 -1.4 -0.2 0.2
H -3.226355 2.617765 0.353818 0.2 0.0 -0.3
H -2.295424 4.004708 -0.141795 -0.1 -0.1 -0.2
H -1.707553 3.016907 1.166146 0.1 -0.3 -0.7
C -3.172417 -4.130636 -1.330757 0.3 0.4 0.1
Si -1.647879 -3.374618 -2.182672 -0.4 -0.6 -0.2
C -0.399500 -4.773102 -2.433407 0.0 0.5 0.1
C -2.208015 -2.648330 -3.833961 0.3 0.0 0.5
C -0.885181 -1.974787 -1.168693 1.6 2.3 2.5
C -0.375194 -1.061556 -0.429667 -1.4 -2.5 -1.5
H -3.594279 -4.921354 -1.976524 0.2 0.3 0.2
H -3.950775 -3.368210 -1.162120 0.2 -0.3 0.0
H -2.899097 -4.583861 -0.363431 -0.2 0.1 -0.3
H -0.862743 -5.571712 -3.036271 0.2 0.3 0.2
H 0.491792 -4.393919 -2.956578 -0.2 -0.3 0.1
H -0.096314 -5.190251 -1.460143 0.0 0.0 -0.3
H -3.117728 -2.052504 -3.684964 0.2 -0.1 -0.2
H -1.401973 -2.002721 -4.201653 -0.2 0.0 -0.2
H -2.406532 -3.447453 -4.562645 0.0 0.3 0.2

---

Short version: largest force on an atom = 0.003 0.202 0.153 Eh/bohr, in the order given.